{"formula": "C42H47F10N6O4PS6Ti", "method": "wB97M-V/def2-TZVPD", "e_tot_ev": -186037.0156, "orbital_gap_ha": 0.1959, "largest_force_ha_per_bohr": 0.027, "charge": 0, "symbols": ["Ti", "S", "S", "S", "S", "S", "S", "P", "F", "F", "F", "F", "F", "F", "F", "F", "F", "F", "O", "O", "O", "O", "N", "N", "N", "N", "N", "N", "C", "C", "C", "C", "C", "C", "C", "C", "C", "C", "C", "C", "C", "C", "C", "C", "C", "C", "C", "C", "C", "C", "C", "C", "C", "C", "C", "C", "C", "C", "C", "C", "C", "C", "C", "C", "C", "C", "C", "C", "C", "C", "H", "H", "H", "H", "H", "H", "H", "H", "H", "H", "H", "H", "H", "H", "H", "H", "H", "H", "H", "H", "H", "H", "H", "H", "H", "H", "H", "H", "H", "H", "H", "H", "H", "H", "H", "H", "H", "H", "H", "H", "H", "H", "H", "H", "H", "H", "H"], "xyz": [[-0.371, -0.211, 0.584], [0.729, -2.171, -0.505], [2.715, -0.392, 2.202], [0.181, -5.141, -0.636], [-2.285, -1.779, 0.434], [1.940, 1.903, -0.800], [-2.597, -4.782, 0.286], [-1.458, -0.883, -3.583], [-1.424, 5.715, 5.255], [-1.380, -3.690, 6.679], [-2.026, 4.696, 2.960], [2.535, 3.343, 2.472], [-2.295, 0.610, 5.171], [1.087, 5.595, 6.328], [3.059, 4.361, 4.846], [-0.159, -4.284, 4.281], [-2.400, -1.183, 6.996], [-0.061, -2.507, 2.358], [-1.524, -7.122, -0.274], [0.897, 0.806, -0.728], [-0.973, -0.417, -2.259], [1.313, -0.190, 1.630], [-0.204, -1.377, -4.569], [-2.131, 1.300, 0.083], [0.088, 3.232, 1.363], [-1.223, -0.035, 2.445], [-2.588, -2.109, -3.665], [-2.300, 0.352, -4.349], [-0.476, -2.003, -5.854], [2.182, 2.089, -2.589], [0.822, 5.055, 5.129], [3.066, 3.071, -3.017], [3.520, -0.450, -0.924], [-1.623, -3.334, 0.082], [2.750, -2.640, 5.637], [-3.193, 0.914, -0.872], [-0.728, 4.569, 3.338], [2.497, -1.077, 3.847], [3.565, 1.033, -0.569], [1.807, 1.412, -4.851], [-1.267, -0.859, 3.527], [1.830, -0.458, 6.071], [-1.604, 2.593, -0.445], [-1.858, 1.276, 2.565], [-3.030, 0.160, -5.590], [-1.352, -2.810, 5.677], [1.529, 1.278, -3.497], [-1.038, 3.613, 0.544], [-0.750, -3.103, 4.470], [-0.729, -2.166, 3.466], [1.803, 4.426, 4.385], [4.277, -1.333, 0.084], [-2.131, -3.487, -3.510], [-0.442, 5.117, 4.574], [0.228, 3.870, 2.531], [-2.795, 1.481, 1.390], [3.464, -1.791, 1.304], [2.241, -1.705, 6.525], [-1.350, -5.937, -0.219], [2.882, -2.331, 4.290], [1.115, -1.689, -4.046], [-1.778, 1.703, -4.210], [3.346, 3.195, -4.367], [-1.819, -0.601, 4.809], [-0.358, -3.499, -0.333], [2.726, 2.354, -5.286], [-1.868, -1.540, 5.823], [-3.922, -1.887, -3.118], [1.965, -0.142, 4.731], [1.503, 3.881, 3.160], [-1.536, -1.951, -6.087], [-2.414, -3.889, -2.536], [2.166, -1.948, 7.577], [1.672, 0.836, 4.361], [-4.179, -0.833, -3.190], [1.210, -1.289, -3.044], [-1.205, 1.773, -3.291], [-3.616, -0.046, -0.599], [5.176, -0.806, 0.416], [-2.581, -4.116, -4.284], [2.486, -0.780, -0.965], [4.132, -2.295, 2.002], [1.415, 0.269, 6.756], [3.934, -0.597, -1.922], [1.281, -2.772, -3.991], [4.605, -2.242, -0.424], [-2.791, 0.845, -1.874], [0.089, -1.505, -6.647], [-0.183, -3.059, -5.842], [-2.467, 1.374, 3.454], [-1.093, 2.040, 2.600], [-3.571, 0.719, 1.468], [1.885, -1.253, -4.691], [-3.270, 2.466, 1.454], [-3.876, 0.853, -5.619], [-3.415, -0.856, -5.639], [3.542, 3.724, -2.293], [-2.608, 2.413, -4.166], [4.280, 1.583, -1.175], [4.052, 3.940, -4.708], [-1.130, 1.986, -5.049], [1.309, 0.766, -5.564], [-3.982, -2.193, -2.068], [2.956, 2.443, -6.339], [3.037, -3.622, 5.987], [-2.404, 0.357, -6.470], [3.819, 1.195, 0.473], [3.273, -3.080, 3.616], [2.641, -2.442, 1.017], [-0.885, 2.354, -1.225], [-0.728, 4.462, -0.090], [-1.045, -3.543, -3.590], [-4.647, -2.474, -3.689], [-3.991, 1.667, -0.853], [0.821, 0.542, -3.136], [-2.439, 3.127, -0.914], [-1.880, 3.971, 1.133]]}